Formula: C6H15NO2
Source: OMol25
Level of theory: ωB97M-V/def2-TZVPD

Properties
E: -12049.9427 eV
SMILES: CCN[C@@H](C)CC=O.O

Element x y z (Å)
C1 -0.62 0.82 -1.82
N1 -0.04 -0.29 -1.07
C2 0.61 0.08 0.19
C3 1.59 -1.01 0.61
C4 2.60 -0.50 1.60
O1 2.78 -0.97 2.70
C5 -0.37 0.35 1.33
C6 -1.25 0.33 -3.10
H1 -1.35 1.40 -1.25
H2 0.21 1.50 -2.04
H3 -0.73 -1.03 -0.90
H4 1.15 1.00 -0.02
H5 1.08 -1.87 1.03
H6 2.14 -1.35 -0.27
H7 3.17 0.39 1.28
H8 0.16 0.60 2.25
H9 -1.03 1.19 1.11
H10 -0.96 -0.54 1.55
H11 -2.12 -0.31 -2.89
H12 -0.55 -0.26 -3.69
H13 -1.61 1.16 -3.70
H14 -2.86 0.36 -0.08
H15 -4.03 0.57 0.86
O2 -3.73 0.75 -0.03